The following is a DFT calculation (ωB97M-V/def2-TZVPD) of C16H41Cu2O15PbS4 as an isolated structure.

## Properties
HOMO-LUMO gap (alpha / beta)   0.199 / 0.128 Ha
Total charge   +3
E_LUMO (alpha / beta)   -0.3937 / -0.4652 Ha
Multiplicity   3
Energy relative to the best compared isomer or geometry (same formula, charge and spin)   0.0 kJ/mol
E   -185802.877 eV

Geometry as XYZ:
```
79
Properties=species:S:1:pos:R:3:forces:R:3:lowdin_spin:R:1
Pb 1.772027 -1.198940 -3.989403 0.24 -0.01 1.42 0.000
Cu -2.506173 3.007776 -0.533296 0.37 -0.47 -0.45 0.031
Cu -0.971412 0.700526 -2.651575 0.03 0.69 0.45 0.154
C -4.586491 1.301320 -4.180076 0.09 0.19 -0.49 0.046
C -3.562632 2.304593 -3.677869 0.14 1.02 0.22 0.105
O -2.844292 1.940168 -2.546729 0.68 -0.47 0.24 0.708
H -4.186849 0.366643 -4.566749 0.10 -0.10 0.33 0.000
H -5.076664 1.786651 -5.027163 -0.06 0.02 0.07 0.003
H -5.333305 1.163375 -3.401302 0.01 -0.25 -0.03 0.002
H -4.016780 3.291104 -3.534262 -0.14 -0.14 0.17 0.002
H -2.731026 2.528821 -4.393760 -0.19 -0.42 -0.20 0.067
O -0.638731 1.925745 -0.758999 -1.00 0.55 -0.49 0.627
C 0.199086 1.107915 -0.114894 0.97 -0.85 0.79 0.120
C 1.271646 0.433700 -0.947119 0.54 -0.77 -0.38 0.005
O 0.811225 -0.246469 -2.127596 -1.03 -0.03 -0.55 0.010
H -0.381222 0.377317 0.500773 -0.11 -0.01 -0.26 0.057
H 0.748141 1.587007 0.730378 -0.37 0.41 -0.07 0.052
H 1.716962 -0.300415 -0.264265 0.21 0.05 -0.16 -0.001
H 2.049689 1.145423 -1.246441 -0.10 0.10 0.19 0.003
O 0.661139 0.461858 5.423746 0.56 -1.01 -0.69 0.000
S -0.520397 1.233461 5.521464 0.41 1.58 -0.05 0.000
O -1.509374 0.985566 6.483561 -0.78 -0.23 0.50 0.000
O -0.061666 2.734861 5.721861 -0.56 0.18 -0.40 0.000
C 1.058637 3.254207 4.954453 0.42 0.43 1.16 0.000
C 0.823018 4.727229 4.687203 -0.84 0.50 0.24 0.000
C -1.293110 1.422557 3.926568 -0.55 -1.30 -0.17 0.000
H 1.223359 2.711410 4.023886 -0.05 -0.27 0.16 0.000
H 1.896344 3.116432 5.635687 0.29 -0.09 -0.40 0.000
H 0.378725 4.866823 3.699459 0.24 0.24 -0.05 0.000
H 1.674469 5.383524 4.857954 0.40 -0.39 -0.50 0.000
H 0.105815 5.162760 5.389548 -0.14 -0.46 0.07 0.000
H -2.008873 2.237159 3.974049 0.39 0.39 -0.12 0.000
H -1.897018 0.534090 3.710392 0.14 -0.09 0.34 0.000
H -0.508149 1.433030 3.172800 -0.03 0.63 -0.08 0.000
O 0.280694 2.283273 -3.575330 -0.98 -0.37 0.32 0.001
S 1.590633 2.469239 -4.133918 0.29 2.27 -0.73 0.000
O 2.373933 1.271618 -4.294344 0.40 -1.12 0.05 0.000
O 1.469875 3.228070 -5.481604 -0.11 -0.45 0.06 0.000
C 0.710285 2.582410 -6.556935 0.62 -1.71 -0.78 0.000
C -0.590393 3.221844 -6.827469 -1.06 1.29 -0.02 0.002
C 2.457967 3.735174 -3.275333 -0.10 -0.50 0.45 0.000
H 0.562986 1.516671 -6.327502 -0.08 0.15 0.49 0.000
H 1.376306 2.474899 -7.411627 0.11 0.84 -0.02 0.000
H -1.007434 2.974218 -7.803454 0.19 -0.50 0.04 0.000
H -0.553851 4.313356 -6.871268 0.38 -0.03 0.16 0.000
H -1.325196 2.978085 -6.057738 -0.01 -0.08 -0.06 0.002
H 2.443069 3.500289 -2.211345 0.11 -0.14 -0.02 0.000
H 1.898380 4.654594 -3.424487 0.14 0.08 -0.22 0.000
H 3.478079 3.758791 -3.649776 -0.01 0.20 -0.08 0.000
O -2.206175 -2.563787 5.177033 -0.77 0.86 0.33 0.000
S -0.921664 -2.920290 4.710524 -1.09 -1.12 -1.55 0.000
O 0.236033 -2.825637 5.483386 1.30 0.10 0.85 0.000
O -1.023906 -4.416222 4.209167 0.94 -0.38 0.10 0.000
C -1.987278 -4.816944 3.224783 -1.19 0.71 0.82 0.000
C -2.337471 -6.264637 3.451221 0.98 -0.16 -1.31 0.000
C -0.639811 -2.132414 3.142649 -0.41 0.85 -0.28 0.000
H -1.600903 -4.574833 2.230809 0.15 -0.36 -0.05 0.000
H -2.891079 -4.212459 3.377021 0.10 0.04 -0.05 0.000
H -1.433436 -6.850563 3.264735 -0.06 -0.16 0.38 0.000
H -3.008597 -6.558633 2.640895 -0.34 -0.06 0.34 0.000
H -2.733287 -6.472207 4.436149 -0.14 0.10 0.04 0.000
H -1.573190 -2.052980 2.579700 -0.08 -0.18 0.21 0.000
H 0.063171 -2.707793 2.561129 0.45 -0.12 0.02 0.000
H -0.287537 -1.116600 3.331138 0.26 -0.19 0.11 0.000
O 2.543516 -3.045824 -2.459437 -0.41 1.04 -1.26 0.000
S 1.869413 -3.840810 -1.435616 -0.17 -0.27 2.92 0.000
O 2.215791 -5.196544 -1.308187 0.13 -0.89 -0.99 0.000
O 2.136188 -3.169168 -0.043024 0.08 0.52 -0.33 0.000
C 3.483635 -3.387693 0.547798 0.51 -0.09 -0.35 0.000
C 3.954390 -2.086841 1.107581 -0.72 0.61 1.69 0.000
C 0.125376 -3.574767 -1.441378 0.17 0.36 -1.08 0.000
H 4.163011 -3.739704 -0.229565 -0.15 -0.06 -0.09 0.000
H 3.396963 -4.176359 1.290457 -0.18 0.08 0.03 0.000
H 3.954909 -1.246677 0.416238 0.45 -0.23 -0.32 0.000
H 4.880660 -2.192353 1.673842 0.39 -0.09 -0.68 0.000
H 3.307395 -1.763831 1.938220 -0.31 -0.17 -0.28 0.000
H -0.197552 -3.751162 -2.471658 -0.16 -0.07 0.09 0.000
H -0.020647 -2.529710 -1.174802 -0.14 -0.05 0.06 0.000
H -0.389335 -4.262302 -0.780990 0.23 -0.10 0.19 0.000
```
Positions in Å, forces in eV/Å.

The following is a DFT calculation (ωB97M-V/def2-TZVPD) of C16H42CaF3N3O13P2 as an isolated structure.

## Properties
HOMO-LUMO gap   0.114 Ha
Total charge   -2
E_LUMO   0.1337 Ha
E   -93537.796 eV

Geometry as XYZ:
```
80
Properties=species:S:1:pos:R:3:forces:R:3:lowdin_charge:R:1
Ca 0.523773 -0.381007 -1.022743 2.76 -0.52 -0.27 1.305
P -2.019347 0.076761 -1.160827 -0.94 -2.27 -0.15 -0.013
O -1.025261 1.217350 -1.538162 -0.42 1.82 0.00 -0.481
O -3.485239 0.451421 -1.207595 0.90 -0.15 0.24 -0.415
O -1.407619 -0.454714 0.218273 -1.12 1.15 1.26 -0.517
O -1.516052 -1.102074 -2.088697 -1.25 0.91 -0.13 -0.475
P 2.002132 -2.794982 -1.454803 1.81 -2.75 -0.61 -0.092
O 1.082314 -2.347118 -0.269586 -2.07 -0.66 1.98 -0.588
O 1.363433 -4.033794 -2.192726 0.15 1.37 0.80 -0.515
O 3.397016 -3.128706 -0.866390 -0.87 0.41 -0.68 -0.518
O 1.950883 -1.489696 -2.300834 0.28 0.63 -1.24 -0.571
C 1.366320 1.650305 -3.662098 1.37 -0.06 -0.25 -0.045
C 0.217247 1.658483 -4.618355 -1.96 0.81 0.38 -0.301
C 0.454584 1.149744 -6.018491 0.44 -1.31 0.96 -0.210
O -0.655820 1.520775 -6.813714 0.69 0.38 -0.65 -0.170
C -0.507241 1.083993 -8.147805 -0.74 -0.19 -0.43 -0.122
N -1.000535 0.984249 -3.969225 1.47 -0.53 -3.08 0.189
H -1.847040 1.254308 -4.456602 -0.05 -0.28 -0.07 0.147
H -0.872498 -0.033890 -3.992676 -0.44 -0.18 0.33 0.137
H -1.087212 1.184537 -2.927941 0.14 0.57 1.88 -0.010
H 1.939774 0.721814 -3.732326 -0.34 -0.34 0.58 0.093
H 1.064399 1.898869 -2.655451 -0.33 -0.48 0.30 0.055
H 2.130035 2.414493 -3.835489 -0.31 0.20 -0.64 0.082
H -0.188146 2.664036 -4.760503 0.40 0.30 0.05 0.145
H 0.604113 0.060875 -6.024334 -0.52 -0.20 0.20 0.144
H 1.464417 1.445736 -6.326966 -0.31 0.95 -0.57 0.131
H -0.946586 0.090883 -8.285759 0.52 -0.34 0.22 0.088
H 0.524089 1.132078 -8.498970 0.11 -0.18 0.13 0.084
H -1.104556 1.675591 -8.846840 0.01 0.54 0.40 0.077
C 1.523863 0.380333 3.341402 0.17 -0.41 0.03 -0.021
C 0.029256 0.226003 3.262657 -2.00 0.41 -0.67 -0.288
C -0.727279 0.562062 4.567504 0.09 -0.16 -0.88 -0.178
O -2.143889 0.460348 4.409183 0.63 0.34 -0.04 -0.189
C -2.802757 0.586405 5.644778 -0.81 -0.36 -0.20 -0.135
N -0.463053 1.126494 2.144575 0.88 0.61 0.88 0.216
H -1.215203 1.747796 2.428110 0.03 0.02 0.01 0.154
H 0.347111 1.655443 1.794330 -0.09 0.38 -0.31 0.109
H -0.828661 0.571010 1.329948 -0.83 -1.14 -1.17 0.064
H 1.757269 1.434657 3.500191 0.14 -0.07 0.37 0.073
H 2.015028 0.115169 2.401734 -0.26 -0.12 -0.13 0.101
H 1.930589 -0.273970 4.113094 0.09 0.21 0.14 0.089
H -0.367462 -0.735985 2.930500 0.62 -0.38 0.17 0.152
H -0.526307 1.596617 4.860058 0.44 -0.05 0.40 0.126
H -0.395453 -0.192389 5.285263 0.13 0.30 0.41 0.128
H -2.560138 -0.273146 6.277196 -0.05 0.04 0.19 0.085
H -3.870806 0.589920 5.421895 0.00 -0.31 -0.02 0.089
H -2.661993 1.510474 6.216008 0.68 0.15 -0.25 0.083
C -0.510236 -5.488997 0.028321 -0.66 -0.42 0.33 -0.050
C -1.562981 -4.512311 0.542308 0.48 1.01 0.38 -0.321
C -1.423480 -4.131719 2.022084 0.63 -0.99 -1.13 -0.201
O -2.406926 -3.179495 2.340543 0.64 0.47 0.58 -0.164
C -2.727946 -3.113547 3.708722 -0.97 -0.70 0.46 -0.115
N -1.468471 -3.253609 -0.253191 -2.31 -0.44 0.39 0.185
H -0.489062 -2.981219 -0.435276 1.98 0.57 -0.25 0.057
H -2.003109 -3.278266 -1.120435 0.58 -0.05 -0.38 0.147
H -1.904441 -2.447757 0.220276 0.47 0.26 0.15 0.105
H -0.604036 -5.501810 -1.057692 0.27 -0.30 -0.02 0.077
H -0.738951 -6.457415 0.485403 -0.01 -0.23 -0.30 0.067
H 0.537168 -5.276022 0.239306 -0.13 0.66 0.00 0.089
H -2.575072 -4.918125 0.485081 -0.04 -0.02 -0.56 0.138
H -0.383863 -3.808126 2.138614 -0.09 0.42 0.45 0.140
H -1.581352 -5.077132 2.554126 0.03 0.09 0.37 0.122
H -2.050649 -3.577084 4.434745 0.56 -0.17 -0.57 0.084
H -3.664375 -3.676422 3.807970 -0.16 0.12 0.35 0.083
H -2.892200 -2.114793 4.106998 0.02 0.40 -0.64 0.066
C 2.673917 2.281677 0.296014 -0.04 -2.53 0.72 -0.449
O 1.887874 2.921434 1.344639 -0.47 1.25 0.01 -0.126
O 2.041804 1.159902 -0.027782 -0.03 1.74 -0.43 -0.230
C 3.079949 3.257875 -0.858728 -0.95 -1.79 -0.43 -0.545
F 3.909352 4.255085 -0.497665 0.06 0.27 0.04 0.112
F 3.725649 2.514743 -1.784241 0.30 0.41 0.23 0.130
F 2.026830 3.784442 -1.500599 -0.09 0.66 0.20 0.133
C 2.474383 3.939189 2.109057 0.76 0.15 0.39 -0.311
C 1.494916 4.558088 3.072703 -0.27 -0.03 0.65 -0.089
H 1.190732 3.872703 3.869729 -0.13 -0.32 -0.25 0.054
H 2.001117 5.347264 3.635018 -0.05 0.27 -0.27 0.069
H 0.590732 4.943827 2.601050 0.11 0.08 -0.11 0.077
H 2.952164 4.738135 1.532675 -0.34 -0.08 -0.37 0.108
H 3.305883 3.558954 2.722658 0.08 -0.36 -0.07 0.118
H 3.633189 2.002969 0.766774 0.57 0.51 0.17 0.150
```
Positions in Å, forces in eV/Å.

The following is a DFT calculation (ωB97M-V/def2-TZVPD) of C16H42IOPSSi2 as an isolated structure.

## Properties
HOMO-LUMO gap   0.322 Ha
Total charge   0
E_LUMO   0.0148 Ha
E   -63305.014 eV

Geometry as XYZ:
```
64
Properties=species:S:1:pos:R:3:forces:R:3:nbo_charge:R:1
C -5.036588 -1.517896 -1.473018 0.57 -0.21 0.02 -0.609
C -3.571514 -1.054242 -1.374333 -0.30 0.02 0.40 -0.689
P -2.527624 -2.386093 -0.618551 -0.58 -0.97 -0.16 0.311
C -1.005918 -2.616465 -1.635939 0.17 1.11 0.22 -0.680
C 0.028737 -1.486504 -1.618955 0.21 -0.56 -0.59 -0.617
Si -1.976198 -1.891115 1.450421 0.76 0.09 0.25 1.119
I -4.087496 -1.533126 2.666954 0.18 0.06 -0.21 -0.220
O -0.839131 -0.689091 1.722639 -1.10 0.20 -0.28 -1.252
Si -1.051696 0.879646 1.203007 0.55 0.05 0.15 1.281
S -2.389971 2.042759 2.387770 0.20 0.17 0.25 -0.440
H -5.537266 -1.073326 -2.323410 -0.21 0.23 -0.06 0.210
H -5.065253 -2.594940 -1.580654 -0.14 -0.25 -0.16 0.214
H -5.553582 -1.285625 -0.552388 -0.27 0.11 0.14 0.215
H -3.196737 -0.773897 -2.350919 0.32 -0.04 -0.19 0.231
H -3.539039 -0.172827 -0.746213 0.13 0.36 -0.03 0.221
H -0.531893 -3.540519 -1.337336 -0.03 -0.37 0.09 0.237
H -1.353854 -2.741773 -2.655526 -0.27 -0.22 -0.18 0.230
H 0.743457 -1.631113 -0.819910 0.01 0.24 0.41 0.214
H -0.412840 -0.501448 -1.588035 -0.14 0.23 0.18 0.207
H 0.603525 -1.537074 -2.541353 0.20 0.05 -0.15 0.209
H -1.392343 -3.111366 2.026544 0.03 0.00 0.01 -0.171
H -1.465349 0.918123 -0.207521 -0.21 -0.04 0.00 -0.205
H 0.262342 1.528516 1.332654 0.00 -0.05 0.10 -0.181
H -3.468234 2.026369 1.602538 -0.04 -0.21 -0.20 0.164
C 1.724075 -1.585783 -6.012797 0.01 -0.06 -0.10 -0.609
C 1.583912 -3.054735 -6.399253 -0.04 0.08 0.06 -0.399
C 1.660976 -4.003487 -5.206033 -0.04 -0.10 0.01 -0.396
C 2.984257 -3.980543 -4.440498 0.00 0.07 0.01 -0.397
C 4.218821 -4.294093 -5.283415 0.01 -0.09 0.03 -0.398
C 4.196112 -5.689768 -5.900333 0.04 0.09 -0.03 -0.610
H 2.697958 -1.373246 -5.569832 -0.01 0.01 0.02 0.202
H 1.613510 -0.943704 -6.887259 0.00 0.04 0.02 0.211
H 0.952908 -1.305673 -5.291437 0.02 0.03 0.03 0.197
H 2.344645 -3.316259 -7.139430 0.01 -0.01 0.00 0.195
H 0.618855 -3.197561 -6.892037 0.01 -0.02 -0.03 0.202
H 1.455975 -5.020433 -5.551739 0.01 -0.01 0.02 0.202
H 0.854344 -3.758999 -4.505947 -0.02 0.01 -0.01 0.195
H 2.921760 -4.702260 -3.620027 0.01 -0.01 0.00 0.200
H 3.116822 -3.002434 -3.968886 -0.01 0.00 0.00 0.199
H 5.102773 -4.202364 -4.647447 0.01 0.02 -0.01 0.202
H 4.334867 -3.547042 -6.073239 -0.01 0.02 0.01 0.193
H 4.104090 -6.455251 -5.127352 -0.03 -0.01 0.00 0.202
H 5.115626 -5.883089 -6.453838 0.00 -0.03 0.00 0.210
H 3.364493 -5.810759 -6.595843 -0.01 -0.01 0.01 0.200
C 1.347174 4.062332 4.323910 0.00 -0.06 0.08 -0.611
C 0.227586 3.643243 5.272646 0.02 0.02 -0.10 -0.398
C -0.954395 4.609826 5.283232 -0.08 -0.02 0.01 -0.399
C -0.630515 6.029358 5.749959 0.07 0.00 -0.03 -0.396
C -0.024867 6.123176 7.149222 -0.09 0.03 0.04 -0.398
C -0.944375 5.595673 8.247059 0.11 0.00 0.00 -0.610
H 1.789984 5.015218 4.617505 0.00 0.01 -0.01 0.200
H 2.145690 3.319264 4.314730 0.02 0.01 -0.02 0.209
H 0.972449 4.163922 3.303044 -0.01 0.03 -0.01 0.202
H 0.628380 3.525156 6.283126 -0.01 -0.01 0.01 0.193
H -0.137930 2.656835 4.973892 0.00 -0.02 0.03 0.201
H -1.746125 4.192031 5.911405 -0.01 0.01 0.00 0.200
H -1.372622 4.663334 4.273285 0.00 -0.01 -0.01 0.205
H -1.550700 6.621225 5.721280 0.00 0.01 0.01 0.199
H 0.051239 6.501749 5.037154 0.00 -0.01 -0.01 0.199
H 0.207556 7.171148 7.355416 0.03 0.00 0.00 0.200
H 0.928454 5.588862 7.183168 0.01 0.00 -0.02 0.193
H -1.895979 6.130953 8.247705 -0.02 -0.02 -0.01 0.201
H -0.488141 5.724307 9.229400 -0.02 0.00 0.02 0.209
H -1.155179 4.532897 8.121043 -0.02 0.00 0.00 0.201
```
Positions in Å, forces in eV/Å.